DFT (ωB97M-V/def2-TZVPD) results for a cluster of 2 separate species, ClH3NOP in total at a distorted geometry.

As for the charge: 0. The calculation puts the lowest unoccupied orbital energy at -0.479 eV. The calculation puts the energy above the lowest of the compared OMol25 structures with the same formula, charge and spin at 129.3 kJ/mol. Its SMILES is NP=O.Cl. The gap between HOMO and LUMO comes out at 10.111 eV. The multiplicity is 1. For the HOMO energy, the calculation gives -10.59 eV.

Structure (XYZ):
```
7
Properties=species:S:1:pos:R:3:nbo_charge:R:1
N -1.26 0.84 -0.39 -1.19
P 0.17 -0.03 -0.40 1.50
O 1.32 0.83 -0.29 -1.01
H -2.09 0.27 -0.40 0.42
H -1.19 1.87 -0.33 0.44
Cl 1.99 -2.20 1.42 -0.35
H 1.06 -1.57 0.40 0.20
```

=====

DFT (ωB97M-V/def2-TZVPD) results for a cluster of 3 separate species, C25H48BFN2O11P2S in total at a distorted geometry.

As for the charge: 0. The calculation puts the lowest unoccupied orbital energy at -1.823 eV. The calculation puts the energy above the lowest of the compared OMol25 structures with the same formula, charge and spin at 1688.0 kJ/mol. Its SMILES is CCOB(O)c1cc(CCCO)c2nsnc2c1CCF.CCOP(=O)(OCC)OCC.CCOP(=O)(OCC)OCC. The gap between HOMO and LUMO comes out at 6.606 eV. The multiplicity is 1. For the HOMO energy, the calculation gives -8.43 eV.

Structure (XYZ):
```
91
Properties=species:S:1:pos:R:3:mulliken_charge:R:1
C -0.86 -0.07 2.26 -0.65
C -1.15 0.77 0.87 0.07
O -0.82 0.03 -0.37 -0.54
B 0.63 -0.17 -0.53 0.46
O 1.07 -1.27 -1.43 -0.40
C 1.80 0.72 0.24 0.42
C 1.95 2.30 -0.27 -0.88
C 3.05 3.28 0.46 0.44
C 3.23 4.88 0.04 -0.52
C 4.82 5.18 -0.23 -0.49
C 5.39 6.52 0.57 -0.50
O 5.40 6.29 2.04 -0.50
C 3.96 2.59 1.67 0.02
N 5.03 3.28 2.49 -0.24
S 5.74 2.24 3.71 0.16
N 4.80 0.83 3.30 -0.50
C 3.82 1.04 2.16 0.41
C 2.72 0.05 1.45 -0.07
C 2.53 -1.50 1.95 -0.30
C 4.03 -2.17 2.30 -0.29
F 4.05 -3.62 2.02 -0.34
H -1.08 -1.22 2.18 0.23
H 0.22 0.06 2.69 0.06
H -1.60 0.39 3.07 0.31
H -2.32 0.95 0.84 0.05
H -0.66 1.83 0.93 0.16
H 0.52 -2.09 -1.23 0.27
H 1.25 2.68 -1.15 0.22
H 2.74 5.57 0.87 0.32
H 2.65 5.10 -0.97 0.28
H 4.94 5.38 -1.39 0.35
H 5.53 4.29 0.08 0.28
H 6.53 6.62 0.23 0.26
H 4.79 7.49 0.33 0.29
H 6.16 5.66 2.28 0.30
H 2.06 -2.22 1.15 0.03
H 1.82 -1.55 2.90 0.29
H 4.79 -1.54 1.63 0.27
H 4.22 -1.89 3.44 0.26
C -7.81 1.94 0.66 -1.10
C -6.52 2.56 1.16 -0.16
O -6.75 3.41 2.28 -0.37
P -6.73 2.81 3.83 0.99
O -5.41 2.03 3.65 -0.71
O -6.04 4.14 4.56 -0.32
C -4.79 4.03 5.23 -0.31
C -3.64 4.33 4.29 -0.96
O -8.21 3.68 4.04 -0.34
C -9.39 3.35 3.35 -0.06
C -9.92 1.98 3.72 -1.09
H -8.28 1.32 1.42 0.21
H -7.63 1.32 -0.22 0.41
H -8.53 2.72 0.37 0.26
H -5.79 1.77 1.39 0.26
H -6.09 3.17 0.37 0.33
H -4.69 3.04 5.69 0.31
H -4.79 4.75 6.05 0.34
H -3.71 3.78 3.35 0.22
H -2.68 4.09 4.76 0.35
H -3.64 5.40 4.02 0.29
H -9.25 3.46 2.28 0.16
H -10.15 4.10 3.63 0.33
H -9.15 1.21 3.61 0.31
H -10.78 1.72 3.10 0.34
H -10.23 1.97 4.77 0.31
C 0.98 -3.86 -3.68 -0.89
C 1.61 -4.03 -5.04 -0.41
O 2.90 -4.63 -4.96 -0.39
P 3.08 -6.28 -4.99 1.01
O 2.17 -6.49 -6.22 -0.75
O 4.51 -6.32 -5.85 -0.35
C 4.58 -6.97 -7.11 -0.30
C 4.29 -5.99 -8.24 -1.01
O 4.11 -6.06 -3.62 -0.29
C 3.64 -5.60 -2.38 0.05
C 2.66 -6.56 -1.74 -1.11
H 0.84 -4.83 -3.19 0.24
H 0.01 -3.37 -3.75 0.47
H 1.62 -3.25 -3.02 0.15
H 0.94 -4.60 -5.70 0.32
H 1.75 -3.05 -5.50 0.34
H 3.91 -7.83 -7.14 0.32
H 5.60 -7.36 -7.23 0.34
H 3.38 -5.41 -8.06 0.26
H 4.18 -6.52 -9.19 0.35
H 5.11 -5.26 -8.33 0.28
H 3.23 -4.60 -2.47 0.11
H 4.51 -5.50 -1.72 0.33
H 1.84 -6.82 -2.42 0.32
H 2.24 -6.13 -0.83 0.32
H 3.16 -7.50 -1.47 0.32
```